Record 1
A cluster of 2 separate species, C8H8N2O2 in total in a non-equilibrium geometry. Source: OMol25; level of theory: ωB97M-V with the def2-TZVPD basis set.

Cartesian coordinates (Å):
C (-1.650, 4.150, -1.092)
C (-2.351, 3.716, 0.110)
N (-2.816, 3.399, 1.118)
H (-2.310, 4.611, -1.827)
H (-1.095, 3.264, -1.398)
H (-0.942, 4.974, -0.998)
C (1.385, -2.904, 1.611)
C (0.794, -1.767, 2.003)
C (0.379, -0.848, 1.029)
C (0.539, -1.175, -0.342)
C (0.938, -2.404, -0.687)
C (1.449, -3.272, 0.296)
N (0.115, -0.255, -1.387)
O (-0.001, -0.659, -2.539)
O (0.175, 0.950, -1.122)
H (1.604, -3.608, 2.400)
H (0.685, -1.386, 3.007)
H (0.083, 0.080, 1.496)
H (1.057, -2.675, -1.726)
H (1.961, -4.190, 0.047)

orbital gap (spin up / spin down)	0.288 / 0.148	Ha
total charge	+1
HOMO level (spin up / spin down)	-13.723 / -13.722	eV
spin multiplicity	2
expectation value of S²	0.77

Record 2
A structure of composition C8H8N3O4PtS2Se. Source: OMol25; level of theory: ωB97M-V with the def2-TZVPD basis set.

Cartesian coordinates (Å):
Pt (-0.246, -0.164, 0.641)
C (4.742, -2.286, -1.367)
S (3.582, -3.067, -0.243)
C (2.087, -2.168, -0.554)
S (2.016, -0.765, -1.444)
N (1.072, -2.836, 0.007)
N (-0.045, -2.135, 0.166)
C (-1.178, -2.773, 0.063)
C (-2.362, -1.968, 0.104)
C (-3.669, -2.445, -0.005)
C (-4.714, -1.546, -0.020)
C (-4.448, -0.182, 0.076)
C (-3.139, 0.234, 0.193)
N (-2.125, -0.639, 0.199)
H (5.686, -2.816, -1.239)
H (4.872, -1.234, -1.126)
H (4.402, -2.377, -2.397)
H (-1.188, -3.831, -0.161)
H (-3.840, -3.510, -0.073)
H (-5.733, -1.899, -0.103)
H (-5.242, 0.550, 0.072)
H (-2.851, 1.271, 0.302)
O (0.475, 1.863, 3.721)
Se (0.858, 1.891, 2.166)
O (-0.552, 1.751, 1.191)
O (1.465, 0.392, 1.627)
O (1.765, 3.122, 1.697)

orbital gap	0.242	Ha
total charge	-1
HOMO level	-4.757	eV

Record 3
A structure of composition C8H8N3O8OsS2 in a non-equilibrium geometry. Source: OMol25; level of theory: ωB97M-V with the def2-TZVPD basis set.

Cartesian coordinates (Å):
Os (-0.663, -0.540, -0.478)
O (3.617, 0.139, -2.064)
C (2.614, -0.128, -1.267)
O (1.755, -0.954, -1.484)
C (2.532, 0.687, -0.023)
C (3.513, 1.507, 0.507)
C (3.232, 2.171, 1.697)
C (1.990, 2.030, 2.297)
C (1.062, 1.212, 1.668)
N (1.349, 0.556, 0.563)
C (-0.370, 1.016, 2.119)
O (-0.773, 1.377, 3.183)
O (-1.095, 0.400, 1.195)
H (3.544, -0.381, -2.881)
H (4.464, 1.613, 0.006)
H (3.982, 2.806, 2.149)
H (1.727, 2.537, 3.214)
O (-1.852, -0.474, -4.041)
S (-0.623, -0.531, -3.330)
O (0.611, -0.514, -4.029)
O (-0.708, -1.543, -2.193)
S (-0.627, 1.175, -1.996)
N (-3.792, -2.381, 1.624)
C (-3.183, -1.809, 0.588)
N (-3.917, -1.080, -0.266)
O (-1.936, -1.995, 0.436)
H (-4.780, -2.287, 1.782)
H (-3.240, -2.883, 2.298)
H (-4.906, -0.957, -0.135)
H (-3.526, -0.770, -1.139)

orbital gap (spin up / spin down)	0.328 / 0.282	Ha
total charge	+1
HOMO level (spin up / spin down)	-13.033 / -13.713	eV
spin multiplicity	5
expectation value of S²	6.02

Record 4
A cluster of 2 separate species, C8H8N4 in total in a non-equilibrium geometry. Source: OMol25; level of theory: ωB97M-V with the def2-TZVPD basis set.

Cartesian coordinates (Å):
N (0.215, 2.198, -2.314)
N (2.256, 2.259, -3.460)
C (1.125, 2.799, -3.082)
C (0.386, 0.895, -2.035)
C (2.457, 0.919, -3.190)
C (1.510, 0.240, -2.517)
H (0.965, 3.785, -3.537)
H (-0.491, 0.346, -1.670)
H (3.454, 0.529, -3.433)
H (1.540, -0.852, -2.405)
N (-1.387, -2.752, 2.607)
N (-2.659, -1.040, 3.415)
C (-2.422, -2.338, 3.234)
C (-0.375, -1.919, 2.313)
C (-1.737, -0.138, 2.991)
C (-0.534, -0.568, 2.406)
H (-3.096, -3.161, 3.507)
H (0.558, -2.334, 1.909)
H (-1.944, 0.926, 3.166)
H (0.179, 0.207, 2.095)

orbital gap	0.364	Ha
HOMO level	-9.563	eV
SMILES	c1cncnc1.c1cncnc1

Record 5
A cluster of 2 separate species, C8H8N4O4 in total in a non-equilibrium geometry. Source: OMol25; level of theory: ωB97M-V with the def2-TZVPD basis set.

Cartesian coordinates (Å):
C (3.271, -1.014, -0.129)
C (2.391, -1.379, 0.886)
C (1.408, -0.522, 1.287)
C (2.097, 1.313, -0.236)
C (-1.146, 0.080, -0.054)
C (-1.751, 1.356, 0.344)
C (-3.128, 1.429, 0.412)
C (-3.411, -0.911, -0.324)
H (3.369, 0.303, -1.630)
H (2.258, -2.364, 1.271)
H (0.732, -0.783, 2.036)
H (0.805, 1.592, 1.118)
H (-1.531, -1.770, -0.637)
H (-1.129, 2.186, 0.771)
H (-3.669, 2.368, 0.711)
H (-4.948, 0.476, -0.148)
N (2.849, 0.226, -0.766)
N (1.346, 0.825, 0.848)
N (-2.038, -0.909, -0.365)
N (-3.899, 0.402, -0.056)
O (4.385, -1.360, -0.422)
O (1.907, 2.400, -0.742)
O (0.070, -0.155, -0.158)
O (-4.122, -1.876, -0.457)

orbital gap	0.291	Ha
HOMO level	-8.166	eV
SMILES	O=c1cc[nH]c(=O)[nH]1.O=c1cc[nH]c(=O)[nH]1

Record 6
A structure of composition C8H8NNdO6 in a non-equilibrium geometry. Source: OMol25; level of theory: ωB97M-V with the def2-TZVPD basis set.

Cartesian coordinates (Å):
O (-0.719, -3.316, -0.833)
C (-1.043, -2.243, -0.622)
Nd (-0.764, 0.964, 0.477)
O (2.180, -1.343, 0.227)
C (1.270, -0.650, 0.390)
C (1.401, 1.868, -0.438)
O (2.327, 2.279, -0.991)
C (-0.754, 1.024, -2.280)
O (-0.607, 1.682, -3.283)
C (0.342, -0.010, -1.856)
O (0.900, -0.831, -2.502)
H (-1.729, 1.002, -1.532)
C (-2.153, 1.936, 4.536)
N (-1.935, 0.493, 4.621)
C (-2.182, -0.191, 5.894)
C (-1.510, -0.191, 3.586)
O (-1.278, 0.341, 2.438)
H (-2.515, 2.275, 5.505)
H (-2.892, 2.168, 3.764)
H (-1.220, 2.453, 4.291)
H (-2.910, -1.003, 5.775)
H (-1.264, -0.640, 6.296)
H (-2.569, 0.528, 6.620)
H (-1.365, -1.261, 3.742)

orbital gap (spin up / spin down)	0.212 / 0.217	Ha
total charge	+2
HOMO level (spin up / spin down)	-14.690 / -14.752	eV
spin multiplicity	4
expectation value of S²	3.80

Record 7
A structure of composition C8H8NO6Pt in a non-equilibrium geometry. Source: OMol25; level of theory: ωB97M-V with the def2-TZVPD basis set.

Cartesian coordinates (Å):
O (-0.056, 3.262, 0.012)
C (-0.051, 2.134, -0.170)
Pt (-0.017, -0.014, -0.385)
C (-0.003, -2.000, -0.163)
O (-0.008, -3.146, -0.069)
C (-0.012, -0.184, -2.388)
O (-0.082, -1.037, -3.208)
C (1.990, 0.056, -0.298)
O (3.139, 0.036, -0.259)
C (-2.029, 0.008, -0.283)
O (-3.177, -0.018, -0.235)
H (0.097, 0.997, -2.346)
C (-0.493, 0.184, 4.667)
N (0.712, -0.394, 4.085)
C (1.765, -0.905, 4.956)
C (0.837, -0.437, 2.761)
O (-0.062, 0.040, 2.016)
H (-0.382, 0.123, 5.750)
H (-1.383, -0.375, 4.351)
H (-0.610, 1.231, 4.360)
H (1.943, -1.973, 4.761)
H (2.708, -0.369, 4.778)
H (1.448, -0.764, 5.990)
H (1.767, -0.911, 2.387)

orbital gap (spin up / spin down)	0.244 / 0.303	Ha
total charge	+1
HOMO level (spin up / spin down)	-10.304 / -13.001	eV
spin multiplicity	3
expectation value of S²	2.01

Record 8
A cluster of 2 separate species, C8H8O2 in total in a non-equilibrium geometry. Source: OMol25; level of theory: ωB97M-V with the def2-TZVPD basis set.

Cartesian coordinates (Å):
C (3.541, -1.836, 0.071)
C (2.620, -1.069, 0.054)
C (-1.103, 0.401, 0.599)
C (-1.131, 0.237, -0.723)
C (1.793, 0.243, 0.018)
C (-0.083, 1.101, -0.191)
C (-1.609, 0.032, 1.926)
C (-1.684, -0.460, -1.890)
O (2.474, 1.236, 0.215)
O (0.290, 2.374, -0.352)
H (4.290, -2.571, 0.079)
H (-1.936, 0.915, 2.474)
H (-0.802, -0.434, 2.493)
H (-2.437, -0.672, 1.845)
H (-2.290, -1.307, -1.571)
H (-0.868, -0.819, -2.516)
H (-2.297, 0.209, -2.490)
H (1.233, 2.419, -0.043)

orbital gap	0.328	Ha
HOMO level	-8.218	eV

Record 9
An isolated molecule of C8H8O3 in a non-equilibrium geometry. Source: OMol25; level of theory: ωB97M-V with the def2-TZVPD basis set.

Cartesian coordinates (Å):
C (-0.090, 2.137, -2.037)
C (0.148, 1.691, -0.638)
C (0.691, 2.174, 0.514)
C (0.781, 1.126, 1.541)
C (0.175, 0.000, 0.955)
C (-0.143, -1.247, 1.547)
C (-0.470, -2.479, 1.105)
C (-0.540, -2.957, -0.315)
H (0.111, 1.332, -2.703)
H (0.506, 2.981, -2.235)
H (-1.109, 2.377, -2.170)
H (1.120, 3.192, 0.698)
H (1.151, 1.244, 2.592)
H (-0.086, -1.111, 2.623)
H (-0.558, -3.277, 1.867)
H (-0.370, -1.184, -1.172)
O (-0.545, -2.142, -1.369)
O (-0.694, -4.160, -0.506)
O (-0.078, 0.300, -0.297)

orbital gap	0.311	Ha
HOMO level	-8.686	eV
SMILES	Cc1ccc(/C=C\C(=O)O)o1

Record 10
A structure of composition C8H8O5STeY. Source: OMol25; level of theory: ωB97M-V with the def2-TZVPD basis set.

Cartesian coordinates (Å):
Y (-0.313, 0.044, -0.539)
O (-1.636, 3.180, 2.319)
C (-1.279, 2.553, 1.232)
O (-1.368, 1.339, 1.092)
C (-0.815, 3.450, 0.123)
O (-0.158, 2.662, -0.860)
C (1.279, 2.867, -0.893)
C (1.943, 1.995, 0.169)
O (2.715, 2.423, 0.972)
O (1.521, 0.731, 0.078)
H (-1.973, 2.537, 2.970)
H (-0.180, 4.249, 0.502)
H (-1.707, 3.904, -0.318)
H (1.558, 3.906, -0.734)
H (1.593, 2.552, -1.888)
Te (-1.036, -1.779, 1.550)
C (-0.501, -3.266, 0.205)
C (-0.010, -4.510, 0.438)
C (0.245, -5.245, -0.765)
C (-0.033, -4.555, -1.894)
S (-0.668, -3.001, -1.487)
H (0.167, -4.901, 1.429)
H (0.608, -6.263, -0.782)
H (0.047, -4.875, -2.920)

orbital gap	0.233	Ha
total charge	+1
HOMO level	-10.707	eV

Record 11
A cluster of 2 separate species, C8H8OS in total in a non-equilibrium geometry. Source: OMol25; level of theory: ωB97M-V with the def2-TZVPD basis set.

Cartesian coordinates (Å):
C (0.024, 0.898, -2.774)
C (0.370, -0.327, -2.412)
C (-0.447, 1.725, -1.739)
C (0.480, -0.793, -1.087)
C (-0.524, 1.299, -0.390)
C (0.003, 0.040, 0.008)
C (0.088, -0.234, 1.389)
C (0.583, -1.298, 2.223)
O (-1.199, -0.330, 4.039)
S (-1.737, 0.500, 2.959)
H (0.009, 1.204, -3.797)
H (0.862, -0.975, -3.190)
H (-0.780, 2.643, -2.110)
H (1.002, -1.815, -1.081)
H (-0.913, 1.933, 0.383)
H (-0.031, -1.369, 3.118)
H (0.741, -2.373, 1.886)
H (1.468, -0.726, 2.575)

orbital gap (spin up / spin down)	0.198 / 0.198	Ha
HOMO level (spin up / spin down)	-6.989 / -6.984	eV